A 6-piece molecular cluster, C24H55N2O18S5 overall in a non-equilibrium geometry, computed with wB97M-V/def2-TZVPD.

The geometry in XYZ format:
```
104
Properties=species:S:1:pos:R:3
C 5.55234 -5.17666 5.06091
H 3.07734 1.00477 0.25615
H -5.28062 2.66985 -4.75701
H -3.40955 0.03784 -4.77981
H 4.06737 -0.43335 -3.47093
C -3.45130 2.95741 -3.53421
O 4.96032 -5.60593 2.54170
H -6.37982 -0.74084 -5.18468
O 3.64764 -2.32477 -0.93295
H 1.74440 -7.30707 3.94338
H -9.45970 5.37067 -1.14831
C 1.33183 -0.10002 -0.40392
H 1.89452 0.66177 1.51626
H -3.24333 2.77754 -2.38290
H -5.28246 7.80693 -2.41561
N -6.31813 -1.32570 -0.59757
H -4.77640 0.93610 -5.97259
O 5.70532 3.29009 -5.78837
H -8.78317 6.25685 1.72000
O 1.69750 -2.61275 8.11028
C 5.03998 1.49641 -3.44532
O -0.84961 1.76526 -2.05817
H 4.26082 2.04647 -3.98327
H -6.20853 8.71363 -1.18345
C -9.01238 5.49313 0.97017
H 0.81733 -4.77091 6.73898
H -5.23335 -1.20020 -3.67452
H 2.31049 -9.44872 2.90069
C -4.68095 1.98044 -3.99330
H -8.14259 4.83200 0.90631
H -3.87551 4.07201 -3.59500
H -0.49127 -0.99097 -2.29670
S 4.26037 -1.51468 0.09740
H -9.86403 4.89985 1.31426
C 2.74432 -7.42179 3.51221
C -7.04329 -0.72214 -1.50347
H -2.38887 -0.91820 -2.80693
C -4.40365 0.64509 -4.89814
H -6.01293 2.61486 -2.52095
O 3.64403 -6.72334 4.35974
H 5.10615 -0.13102 -4.87234
C -9.31063 6.13041 -0.37396
O -1.38061 1.65990 -4.50937
O 3.08944 -0.91429 1.05702
H 8.60927 3.73877 -5.77710
O -7.66532 0.09622 -2.58843
H 4.86127 -4.33229 5.02440
H 2.18010 -5.31418 7.77876
O -6.05251 6.03656 -0.26930
H 2.71885 -6.97219 2.51408
H 1.79358 0.73771 8.42663
H 0.54601 -0.28037 7.66409
H -7.23169 1.29234 -4.27731
C 5.00901 0.01990 -3.79276
O 5.98202 -7.48553 3.89726
H -10.24150 6.70209 -0.29937
C 2.38595 0.24325 0.63181
O 6.31982 2.05909 -3.69231
C 3.08581 -8.89827 3.44068
O 2.11293 -2.50110 5.64533
C -5.65480 -0.31670 -4.34422
H -5.02292 1.15458 -2.17359
C -6.62627 0.69505 -3.44619
H -1.45802 3.86299 -4.19776
H -2.49234 3.11902 -5.60289
C -6.27522 7.99225 -1.99996
C -2.12364 2.92428 -4.48639
O -8.29163 7.04448 -0.75043
S -6.90133 6.45747 -1.36275
H 4.03671 -9.05616 2.92244
C -1.29901 -0.56506 -3.05050
H 1.61096 -1.34778 9.69618
H 3.16687 -1.35215 8.86933
C 8.14618 3.42956 -4.83762
H 2.33468 -5.35789 5.99666
H 6.57227 -4.83386 4.87405
C -1.16556 1.09689 -3.16983
H 2.14330 -0.14722 6.93364
H 5.50005 -5.68102 6.02756
S 6.72717 2.43417 -5.22391
H 8.84948 2.83216 -4.25450
H 4.83913 1.61578 -2.37559
H 5.84074 -0.50885 -3.31663
H 0.69565 -0.91915 -0.05415
C 2.08410 -1.38509 8.70944
H -1.00698 -0.99605 -4.10932
O 5.20403 -0.46146 -0.21181
O 3.95697 -3.23451 7.21885
S 5.11645 -6.33169 3.78439
C 1.61381 -0.19798 7.89008
C 1.90258 -4.82213 6.84455
N -5.63510 1.68427 -2.83221
S 2.55945 -3.17224 6.84679
H 5.40410 -1.99528 2.11265
H 7.82008 4.30640 -4.27487
H 3.19085 -9.32189 4.44446
H 4.23527 -3.28679 1.66626
O -7.20678 5.58715 -2.47838
H 1.79412 -0.42742 -1.34030
C 4.99654 -2.59671 1.29776
H 5.79756 -3.15315 0.80643
H -6.94736 8.35053 -2.78211
H 0.70583 0.76977 -0.62143
O 7.17965 1.23342 -5.89230
```

Its HOMO energy is -11.75 eV. The value obtained for the HOMO-LUMO gap is 8.456 eV. The net charge is +1.

Results of the Löwdin charge analysis, in e, for atoms 1 through 6:
1 C -0.116
2 H 0.116
3 H 0.175
4 H 0.116
5 H 0.071
6 C -0.111

=====

An isolated molecule of C5H7NO3 in a non-equilibrium geometry, computed with wB97M-V/def2-TZVPD.

The geometry in XYZ format:
```
16
Properties=species:S:1:pos:R:3
N 2.74231 0.06031 0.05882
C -1.34739 0.00994 -0.39946
H 0.53690 -1.94687 -0.35348
C 0.81997 -1.11606 0.29503
H -0.05400 0.63407 1.18835
H 1.38541 -1.48789 1.14832
O -1.48426 2.27234 0.40423
C 1.65883 -0.14620 -0.62604
C -0.38987 -0.30969 0.74905
H -0.90655 -0.85962 1.53863
O 3.14143 0.55913 1.07916
H -0.83932 -0.10698 -1.36368
C -1.83764 1.42769 -0.36723
H -2.20881 -0.66003 -0.41391
H -2.58223 1.64771 -1.15380
O 1.36523 0.02217 -1.78400
```

The calculation puts the energy above the lowest of the compared OMol25 structures with the same formula, charge and spin at 5.289 eV. Its HOMO energy (alpha / beta) is -9.60 / -9.60 eV. Its SMILES is O=CCCCC(=O)N=O. The value obtained for the HOMO-LUMO gap (alpha / beta) is 8.183 / 8.181 eV.

Results of the Löwdin charge analysis, in e, for atoms 1 through 6:
1 N 0.069
2 C -0.155
3 H 0.129
4 C -0.082
5 H 0.114
6 H 0.115

=====

A 2-piece molecular cluster, C2H3I2NS overall in a non-equilibrium geometry, computed with wB97M-V/def2-TZVPD.

The geometry in XYZ format:
```
9
Properties=species:S:1:pos:R:3
C 0.07383 -0.10882 0.04895
H -0.73953 -0.19236 0.77189
C 1.47769 -2.23280 -0.10502
H -0.33953 0.03826 -0.95213
H 0.69749 0.74673 0.31673
N 0.85347 -1.25222 0.12600
I 2.85297 -5.44855 -2.10449
I 2.57068 -3.50514 1.13181
S 1.99886 -3.50597 -3.04818
```

The calculation puts the energy above the lowest of the compared OMol25 structures with the same formula, charge and spin at 1.990 eV. Its HOMO energy (alpha / beta) is -8.31 / -7.31 eV. The value obtained for the HOMO-LUMO gap (alpha / beta) is 7.439 / 5.311 eV.

Results of the Löwdin charge analysis, in e, for atoms 1 through 6:
1 C -0.092
2 H 0.096
3 C -0.675
4 H 0.096
5 H 0.098
6 N -0.092

=====

C26H33AsF2MnN2O4SSi2 as an isolated structure, computed with wB97M-V/def2-TZVPD.

The geometry in XYZ format:
```
72
Properties=species:S:1:pos:R:3
H 1.81016 3.72697 -2.79162
H -0.21416 -0.63047 2.95286
C -3.38688 1.59167 -1.13058
H 1.82486 2.32688 3.92425
C -1.49590 1.84166 3.45361
C 0.38747 -1.33318 2.37519
C 0.17477 -2.45797 -3.48718
H -2.30202 0.63408 -4.00889
C 0.17208 -3.55390 0.25055
C -0.10922 3.69198 -1.72431
H -3.52958 -1.51788 -2.19843
H 0.60856 -2.19130 3.01732
O -0.64568 4.06776 -0.63803
H -2.42671 1.76125 3.98905
C 3.00379 -1.04137 -0.71134
C -4.67520 1.41140 -0.67264
C -2.35819 -2.14334 1.27957
H -2.82527 -1.18079 1.49093
H 1.11819 -3.41074 -0.27478
C -2.35316 1.68544 -0.20668
H -0.30979 2.10492 5.21119
O -0.70256 2.80544 -2.44170
C -1.34863 0.11653 -4.11315
H 0.36533 -4.21136 1.10310
H -3.14465 -2.57737 -3.55814
H 3.43382 -2.94808 0.16893
H 1.11606 -1.91448 -3.58996
O 1.78192 0.53263 -2.78193
Mn -0.44209 1.98836 -0.61007
H 2.54753 -1.45152 -1.60320
H 5.64582 -1.97951 2.78318
H -2.65647 -3.03740 -1.92694
S 2.51638 1.39697 -1.87347
C 0.83191 2.07620 2.05079
H 1.80379 4.55764 -1.20569
C 0.88044 2.16333 3.42574
C 3.72336 0.87713 0.54482
C 4.10499 -1.34619 1.42056
F -4.26937 1.36210 2.88138
O 3.65208 2.08526 -2.43639
Si -1.16271 -1.28892 -2.90909
H -0.09349 -2.85937 -4.46855
H 1.70673 2.17363 1.42358
H 0.32514 -3.30164 -2.81006
C 4.20972 0.04214 1.53446
N -0.31267 1.87227 1.39509
As -0.35270 -0.38889 -0.88763
H -2.46144 -2.76931 2.17173
H -1.30494 -0.29571 -5.12578
H 4.60396 -3.28561 2.21327
H -0.54366 0.84325 -3.99946
C -1.48366 1.77055 2.06093
F -5.67992 1.31227 -1.56232
C -4.99617 1.32811 0.67138
H 3.82465 1.95255 0.62379
C 1.40796 3.72442 -1.78163
C -2.77164 -2.19027 -2.60529
N 1.59632 2.43535 -1.05621
H 4.01235 -2.13865 3.41590
C -2.63634 1.62202 1.17092
C -3.95885 1.44478 1.56777
C 3.09947 0.33290 -0.57147
H 1.33381 -0.85382 2.12152
C -0.30667 2.03894 4.13083
H -3.20088 1.68727 -2.19157
H -0.51727 -4.07060 -0.41995
Si -0.54196 -1.94037 0.87298
C 4.62113 -2.23911 2.51463
H 4.69330 0.46838 2.40621
H -2.91184 -2.61834 0.46930
C 3.50788 -1.87254 0.28260
H -6.01339 1.18559 1.00423
```

The calculation puts the energy above the lowest of the compared OMol25 structures with the same formula, charge and spin at 1.118 eV. Its HOMO energy (alpha / beta) is -7.95 / -8.70 eV. The value obtained for the HOMO-LUMO gap (alpha / beta) is 7.789 / 7.173 eV. Its multiplicity is 4.

Results of the Löwdin charge analysis, in e, for atoms 1 through 6:
1 H 0.116
2 H 0.017
3 C -0.019
4 H 0.111
5 C 0.009
6 C -0.191

=====

A 2-piece molecular cluster, ClN3O2 overall in a non-equilibrium geometry, computed with wB97M-V/def2-TZVPD.

The geometry in XYZ format:
```
6
Properties=species:S:1:pos:R:3
N -1.50422 0.79252 0.43709
O -1.94219 1.43841 -0.42532
O 2.28967 -1.09564 0.62615
N 1.11571 0.19440 -0.80526
N 1.68187 -0.44436 -0.11512
Cl -1.64085 -0.88533 0.28245
```

The calculation puts the energy above the lowest of the compared OMol25 structures with the same formula, charge and spin at 0.251 eV. Its HOMO energy is -10.55 eV. Its SMILES is N#[N+][O-].O=NCl. The value obtained for the HOMO-LUMO gap is 9.751 eV.

Charge distribution, Löwdin scheme, values in e:
1 N -0.516
2 O -0.054
3 O 0.103
4 N 0.223
5 N -0.323
6 Cl 0.566

=====

A 2-piece molecular cluster, C5H5NS2 overall in a non-equilibrium geometry, computed with wB97M-V/def2-TZVPD.

The geometry in XYZ format:
```
13
Properties=species:S:1:pos:R:3
N 2.83573 0.60858 -0.91463
S 0.07863 -3.48265 0.73410
C -0.39581 -0.06956 0.18698
H -2.64974 -3.02367 0.18760
H 0.11940 0.02703 1.32742
H -1.69624 -1.14397 -1.50810
C -0.89403 -1.16494 -0.64650
H 0.78093 2.29557 1.33307
H 0.94570 3.42333 0.05795
S -0.73098 1.44623 -0.65395
C 0.81138 2.27775 0.19512
C -1.26055 -2.60321 0.10587
C 2.05558 1.40950 -0.40493
```

The calculation puts the energy above the lowest of the compared OMol25 structures with the same formula, charge and spin at 6.162 eV. Its HOMO energy is -8.69 eV. The value obtained for the HOMO-LUMO gap is 7.920 eV.

Results of the Löwdin charge analysis, in e, for atoms 1 through 6:
1 N 0.104
2 S 0.520
3 C -0.491
4 H 0.173
5 H 0.160
6 H 0.109